Entry from OMol25: 7 unconnected molecules or ions with the total composition C17H51BNO11 at a distorted geometry (ωB97M-V with the def2-TZVPD basis set).

- HOMO level (eV) = -7.02
- charge = -1
- gap between HOMO and LUMO (eV) = 9.369
- total energy (eV) = -43142.487
- molecular weight (g/mol) = 456.40

Last column: Mulliken charge in e.
Cartesian coordinates (Å):
B 0.34 -1.67 -0.51  1.56
H 0.29 -2.33 0.41  -0.33
H -0.37 -2.16 -1.26  -0.22
H 0.03 -0.59 -0.31  -0.32
H 1.39 -1.70 -0.97  -0.34
C -0.89 -0.85 -4.03  -0.09
C -2.31 -1.44 -3.73  -0.38
O -2.15 -2.76 -3.20  -0.63
O -0.31 -0.14 -2.94  -0.58
H -0.94 -0.07 -4.80  0.41
H -0.22 -1.64 -4.36  0.01
H -2.94 -1.46 -4.62  0.42
H -2.79 -0.79 -3.01  0.16
H -1.85 -2.67 -2.29  0.21
H -0.23 -0.75 -2.18  0.65
C 3.76 0.19 0.73  -0.37
C 2.70 -0.28 1.77  -0.39
O 2.40 -1.68 1.70  -0.60
O 3.18 0.43 -0.55  -0.61
H 4.55 -0.56 0.71  0.21
H 4.10 1.14 1.17  0.42
H 1.83 0.37 1.76  0.11
H 3.27 -0.18 2.70  0.42
H 1.74 -1.78 0.99  0.09
H 2.37 -0.08 -0.60  0.29
C -2.81 -2.15 2.11  -0.39
C -3.13 -2.22 0.62  -0.36
O -2.57 -1.11 -0.13  -0.55
O -1.54 -2.67 2.41  -0.61
H -3.53 -2.63 2.78  0.41
H -2.89 -1.11 2.46  0.16
H -4.22 -2.11 0.65  0.37
H -2.85 -3.14 0.12  0.23
H -1.61 -1.33 -0.31  -0.04
H -0.88 -2.36 1.79  0.28
C 2.00 -4.79 -0.90  -0.42
C 3.43 -4.26 -0.68  0.24
O 4.13 -4.96 0.33  -0.60
O 1.40 -4.06 -1.96  -0.65
H 1.35 -4.65 -0.03  0.24
H 1.97 -5.83 -1.20  0.31
H 3.38 -3.19 -0.47  -0.15
H 3.97 -4.46 -1.60  0.20
H 3.68 -4.88 1.18  0.34
H 1.04 -3.21 -1.67  0.06
C -3.92 6.93 7.03  -0.74
O -3.31 7.17 5.78  -0.31
C -3.36 6.04 4.92  -0.54
C -2.53 6.26 3.70  -0.58
N -2.68 5.09 2.82  -0.31
C -1.95 5.27 1.54  -0.70
C -1.96 3.92 0.89  -0.59
O -1.26 2.95 1.64  -0.40
C -1.37 1.64 1.10  -0.62
H -4.98 6.68 6.97  0.30
H -3.72 7.73 7.74  0.26
H -3.46 6.04 7.48  0.31
H -4.38 5.66 4.80  0.41
H -2.92 5.19 5.47  0.27
H -1.47 6.33 3.98  0.28
H -2.75 7.21 3.19  0.36
H -2.32 4.27 3.28  0.26
H -0.94 5.68 1.62  0.35
H -2.41 6.03 0.90  0.38
H -1.55 4.03 -0.12  0.42
H -2.98 3.54 0.80  0.35
H -1.01 0.89 1.80  0.21
H -0.83 1.55 0.16  0.17
H -2.43 1.40 0.96  0.31
C 4.14 -1.88 -3.68  -1.02
C 3.16 -2.45 -4.69  1.13
C 3.75 -2.50 -6.09  -1.50
O 2.83 -3.78 -4.34  -0.63
H 3.73 -1.84 -2.67  0.01
H 4.33 -0.84 -3.99  0.41
H 5.11 -2.37 -3.63  0.29
H 2.27 -1.80 -4.64  -0.18
H 4.72 -2.97 -5.97  0.32
H 3.80 -1.55 -6.63  0.37
H 3.09 -3.15 -6.67  0.39
H 2.28 -3.80 -3.54  0.41